1.
A cluster of 10 separate species, C40H60O30 in total. Source: OMol25; level of theory: wB97M-V/def2-TZVPD.

CARTESIAN COORDINATES (ANGSTROEM)
C1 9.389 -1.399 -0.690
C2 8.430 -0.269 -0.313
C3 8.137 1.052 -1.138
O1 6.820 1.293 -0.795
C4 6.170 0.142 -0.519
O2 4.962 0.016 -0.435
O3 7.131 -0.807 -0.242
H1 9.301 -1.908 -1.650
H2 9.376 -2.305 -0.085
H3 10.400 -0.993 -0.686
H4 8.680 -0.021 0.718
H5 8.241 0.849 -2.204
H6 8.784 1.896 -0.899
C5 -5.912 -2.326 0.293
C6 -6.425 -3.706 0.634
C7 -7.598 -4.384 -0.113
O4 -7.003 -5.431 -0.845
C8 -5.762 -5.588 -0.639
O5 -5.117 -6.391 -1.260
O6 -5.442 -4.774 0.322
H7 -6.277 -1.495 0.896
H8 -6.074 -2.118 -0.765
H9 -4.845 -2.266 0.509
H10 -6.461 -3.745 1.722
H11 -7.968 -3.771 -0.936
H12 -8.242 -4.935 0.572
C9 -4.421 2.774 3.758
C10 -5.059 1.501 3.229
C11 -5.463 0.560 4.236
O7 -6.853 0.408 4.183
C12 -7.366 1.288 3.290
O8 -8.515 1.513 3.046
O9 -6.331 1.921 2.797
H13 -3.345 2.601 3.741
H14 -4.780 3.036 4.754
H15 -4.487 3.671 3.142
H16 -4.600 1.090 2.330
H17 -5.109 0.728 5.253
H18 -4.980 -0.312 3.795
C13 -1.291 -2.904 -3.018
C14 -2.333 -1.949 -3.531
C15 -2.675 -0.822 -2.640
O10 -2.209 0.273 -3.393
C16 -1.628 -0.042 -4.479
O11 -0.870 0.737 -5.032
O12 -1.847 -1.349 -4.663
H19 -1.256 -3.901 -3.458
H20 -1.589 -3.060 -1.981
H21 -0.295 -2.462 -3.031
H22 -3.249 -2.516 -3.695
H23 -2.240 -1.028 -1.662
H24 -3.764 -0.827 -2.585
C17 1.406 -1.016 1.205
C18 0.462 0.148 1.269
C19 0.211 0.878 -0.074
O13 -1.092 1.080 -0.131
C20 -1.752 0.348 0.718
O14 -2.933 0.018 0.644
O15 -0.849 -0.239 1.530
H25 1.708 -1.543 2.110
H26 2.344 -0.578 0.864
H27 1.165 -1.699 0.391
H28 0.913 0.733 2.071
H29 0.459 0.228 -0.913
H30 0.785 1.802 -0.144
C21 3.783 -3.109 2.859
C22 5.193 -3.560 3.258
C23 6.235 -3.454 2.197
O16 7.426 -3.215 2.928
C24 7.037 -2.316 3.985
O17 7.659 -1.520 4.656
O18 5.725 -2.541 4.171
H31 3.880 -2.689 1.858
H32 3.249 -2.638 3.684
H33 3.269 -4.067 2.778
H34 5.064 -4.513 3.771
H35 6.017 -2.636 1.511
H36 6.361 -4.425 1.718
C25 -4.165 2.514 -1.926
C26 -5.196 3.499 -1.499
C27 -6.184 3.033 -0.382
O19 -6.234 4.068 0.537
C28 -5.092 4.814 0.407
O20 -4.609 5.523 1.212
O21 -4.478 4.512 -0.811
H37 -3.488 2.303 -1.098
H38 -3.430 2.717 -2.705
H39 -4.539 1.491 -1.953
H40 -5.878 3.790 -2.298
H41 -5.828 2.075 -0.003
H42 -7.145 2.947 -0.890
C29 2.261 2.074 -2.701
C30 1.465 3.158 -3.226
C31 0.031 3.371 -2.832
O22 -0.187 4.718 -2.631
C32 0.935 5.430 -2.599
O23 1.026 6.613 -2.541
O24 1.926 4.545 -2.732
H43 1.873 1.097 -2.988
H44 2.451 2.073 -1.628
H45 3.248 2.182 -3.150
H46 1.520 3.182 -4.314
H47 -0.371 2.779 -2.010
H48 -0.698 2.967 -3.534
C33 -0.525 4.921 0.588
C34 -0.151 5.049 2.086
C35 -1.324 5.073 3.038
O25 -1.081 4.039 3.888
C36 0.073 3.354 3.608
O26 0.426 2.354 4.183
O27 0.526 3.841 2.460
H49 -1.095 5.691 0.067
H50 -0.949 4.005 0.177
H51 0.384 5.072 0.005
H52 0.538 5.877 2.253
H53 -2.193 5.075 2.380
H54 -1.305 5.999 3.613
C37 2.997 -3.524 -1.338
C38 3.980 -4.653 -1.805
C39 4.855 -4.237 -2.975
O28 6.106 -4.602 -2.720
C40 6.269 -4.851 -1.407
O29 7.328 -5.273 -0.936
O30 5.017 -4.823 -0.820
H55 3.210 -2.580 -1.840
H56 3.097 -3.050 -0.362
H57 1.936 -3.737 -1.467
H58 3.592 -5.651 -2.006
H59 4.744 -3.184 -3.231
H60 4.468 -4.679 -3.893

**<S²>**: 0.760
**Maximum force**: 7.1 eV/Å
**Total energy**: -103863.3729 eV
**Relative energy (zero: lowest compared OMol25 entry of this formula, charge and spin)**: 87.12 kcal per mole
**LUMO energy (spin up / spin down)**: -4.24 / -10.68 eV
**Net charge**: +1
**Multiplicity**: 2

2.
A cluster of 4 separate species, C40H61F3IN4O4S in total. Source: OMol25; level of theory: wB97M-V/def2-TZVPD.

CARTESIAN COORDINATES (ANGSTROEM)
O1 7.028 2.072 7.640
C1 6.684 1.161 6.579
C2 7.425 -0.166 6.312
C3 6.915 -1.079 5.074
C4 5.684 -0.654 4.209
I1 5.125 -2.016 2.579
C5 4.888 0.677 4.488
C6 5.468 1.561 5.701
S1 4.528 3.135 6.024
C7 2.768 2.577 5.710
C8 1.600 3.058 6.602
C9 0.160 2.554 6.354
C10 -0.056 1.575 5.153
C11 -1.549 1.064 4.928
F1 -2.535 2.002 5.307
F2 -1.738 0.713 3.570
F3 -1.724 -0.067 5.807
C12 1.126 1.095 4.241
C13 2.606 1.570 4.500
N1 3.738 1.103 3.689
H1 7.989 1.914 7.777
H2 8.297 -0.456 6.988
H3 7.520 -2.034 4.897
H4 1.840 3.779 7.459
H5 -0.665 2.905 7.053
H6 0.867 0.383 3.379
H7 3.464 0.409 2.979
C14 2.143 1.667 -2.033
C15 1.918 0.268 -1.408
C16 1.488 -0.728 -2.506
C17 0.047 -0.535 -2.966
C18 -0.909 -0.544 -1.777
C19 -0.515 0.455 -0.668
N2 0.929 0.363 -0.291
O2 1.080 -0.745 0.487
C20 -0.850 1.896 -1.123
C21 -1.460 0.232 0.543
C22 3.332 -0.137 -0.914
H8 2.249 2.433 -1.259
H9 3.059 1.688 -2.631
H10 1.353 1.973 -2.717
H11 1.597 -1.756 -2.139
H12 2.153 -0.643 -3.372
H13 -0.054 0.397 -3.531
H14 -0.225 -1.339 -3.657
H15 -1.923 -0.331 -2.132
H16 -0.939 -1.561 -1.367
H17 -0.417 2.636 -0.442
H18 -1.931 2.065 -1.132
H19 -0.520 2.124 -2.135
H20 -1.427 -0.794 0.920
H21 -2.501 0.420 0.263
H22 -1.214 0.910 1.366
H23 3.680 0.535 -0.122
H24 4.060 -0.087 -1.729
H25 3.369 -1.162 -0.537
C23 -0.328 -6.731 2.568
C24 1.029 -6.470 1.868
C25 1.623 -5.137 2.368
C26 0.921 -3.910 1.796
C27 0.863 -3.975 0.275
C28 0.256 -5.291 -0.258
N3 0.850 -6.505 0.383
O3 2.078 -6.703 -0.173
C29 -1.277 -5.281 -0.047
C30 0.406 -5.303 -1.803
C31 1.928 -7.626 2.385
H26 -0.866 -7.556 2.091
H27 -0.182 -7.009 3.616
H28 -0.981 -5.861 2.594
H29 2.686 -5.080 2.101
H30 1.582 -5.092 3.461
H31 -0.087 -3.815 2.214
H32 1.460 -3.008 2.101
H33 0.291 -3.119 -0.098
H34 1.881 -3.851 -0.114
H35 -1.709 -6.267 -0.244
H36 -1.763 -4.577 -0.730
H37 -1.581 -4.963 0.949
H38 1.445 -5.199 -2.126
H39 -0.137 -4.465 -2.253
H40 0.002 -6.225 -2.232
H41 1.554 -8.597 2.047
H42 1.947 -7.643 3.479
H43 2.968 -7.526 2.065
C32 -5.229 2.444 -5.042
C33 -3.814 3.054 -4.884
C34 -3.477 3.201 -3.385
C35 -4.214 4.352 -2.709
C36 -4.005 5.654 -3.474
C37 -4.350 5.545 -4.974
N4 -3.733 4.349 -5.626
O4 -2.415 4.625 -5.825
C38 -5.887 5.508 -5.154
C39 -3.940 6.874 -5.664
C40 -2.885 1.966 -5.486
H44 -5.576 2.515 -6.077
H45 -5.231 1.382 -4.777
H46 -5.976 2.898 -4.394
H47 -2.399 3.362 -3.261
H48 -3.707 2.270 -2.854
H49 -5.282 4.126 -2.622
H50 -3.846 4.468 -1.685
H51 -4.603 6.444 -3.007
H52 -2.957 5.958 -3.355
H53 -6.158 5.248 -6.181
H54 -6.330 6.487 -4.945
H55 -6.391 4.820 -4.478
H56 -2.881 7.109 -5.530
H57 -4.494 7.718 -5.243
H58 -4.152 6.843 -6.738
H59 -3.076 1.831 -6.555
H60 -3.049 1.000 -4.997
H61 -1.824 2.197 -5.353

**<S²>**: 3.763
**Maximum force**: 4.9 eV/Å
**Total energy**: -83694.5022 eV
**LUMO energy (spin up / spin down)**: -0.21 / -0.47 eV
**Multiplicity**: 4

3.
A structure of composition C40H61N7O3SiSm. Source: OMol25; level of theory: wB97M-V/def2-TZVPD.

CARTESIAN COORDINATES (ANGSTROEM)
Sm1 -0.066 -0.087 0.996
C1 1.732 2.071 3.080
C2 1.179 1.070 4.092
N1 -0.037 0.373 3.430
C3 -1.302 1.001 3.745
C4 -1.653 2.219 2.959
C5 -2.520 3.260 3.370
C6 -2.645 4.357 2.500
C7 -2.187 4.280 1.195
C8 -1.487 3.126 0.823
C9 -1.030 2.911 -0.570
N2 0.310 2.192 -0.461
C10 1.337 3.043 0.194
C11 2.486 2.188 0.717
N3 1.920 1.379 1.802
N4 -1.227 2.141 1.716
H1 2.674 2.405 3.627
H2 0.998 2.845 2.988
H3 0.866 1.499 5.013
H4 1.962 0.304 4.229
H5 -0.153 -0.569 3.789
H6 -1.337 1.196 4.834
H7 -2.055 0.266 3.534
H8 -2.776 3.210 4.407
H9 -3.223 5.186 2.838
H10 -2.305 5.184 0.548
H11 -0.975 3.861 -1.161
H12 -1.663 2.268 -1.106
H13 0.516 1.860 -1.418
H14 0.877 3.603 1.021
H15 1.691 3.784 -0.552
H16 3.338 2.778 0.982
H17 2.786 1.509 -0.107
H18 2.651 0.596 2.018
C12 2.652 3.505 -3.040
C13 1.967 2.182 -3.409
C14 2.626 0.962 -3.184
C15 4.033 0.922 -2.728
C16 1.996 -0.232 -3.489
C17 2.668 -1.648 -3.167
C18 0.666 -0.251 -3.978
C19 -0.079 -1.483 -4.311
C20 0.030 0.958 -4.268
C21 -1.334 0.875 -4.885
C22 0.615 2.190 -3.916
C23 -0.084 3.454 -4.320
H19 3.141 3.493 -2.042
H20 1.942 4.302 -2.928
H21 3.391 3.924 -3.720
H22 4.775 1.451 -3.359
H23 4.401 -0.046 -2.616
H24 4.162 1.374 -1.746
H25 3.577 -1.585 -2.570
H26 3.222 -2.088 -4.048
H27 1.964 -2.393 -2.764
H28 0.500 -2.376 -4.148
H29 -0.342 -1.514 -5.379
H30 -0.947 -1.686 -3.750
H31 -1.996 1.705 -5.021
H32 -1.874 0.177 -4.293
H33 -1.249 0.506 -5.927
H34 0.600 4.260 -4.393
H35 -0.889 3.639 -3.583
H36 -0.463 3.387 -5.311
C24 -5.149 -4.025 0.209
C25 -3.883 -3.222 0.521
C26 -4.123 -1.836 1.142
C27 -4.709 -1.889 2.561
C28 -5.009 -0.577 3.158
C29 -5.105 -1.087 0.261
O1 -6.272 -1.215 0.373
N5 -4.602 -0.305 -0.758
C30 -3.275 0.083 -0.860
O2 -2.907 0.833 -1.732
N6 -2.437 -0.374 0.101
C31 -2.797 -1.129 1.076
O3 -1.925 -1.398 1.992
H37 -4.889 -5.062 -0.144
H38 -5.788 -3.506 -0.486
H39 -5.753 -4.235 1.088
H40 -3.293 -3.062 -0.380
H41 -3.251 -3.709 1.247
H42 -3.923 -2.449 3.087
H43 -5.673 -2.421 2.445
H44 -4.093 0.058 3.149
H45 -5.178 -0.708 4.204
H46 -5.853 -0.064 2.715
H47 -5.400 0.085 -1.299
C32 -0.339 -2.980 -0.447
Si1 1.265 -3.136 0.521
C33 0.903 -4.181 2.057
C34 2.683 -3.903 -0.423
N7 1.703 -1.527 0.972
C35 3.053 -1.389 1.215
C36 3.598 -1.843 2.471
C37 4.932 -1.781 2.728
C38 5.827 -1.269 1.754
C39 5.311 -0.770 0.565
C40 3.936 -0.812 0.313
H48 -0.537 -3.831 -1.129
H49 -0.331 -2.065 -1.055
H50 -1.246 -2.878 0.203
H51 0.573 -5.182 1.878
H52 0.111 -3.737 2.682
H53 1.730 -4.252 2.786
H54 2.571 -4.981 -0.774
H55 3.390 -3.930 0.386
H56 3.062 -3.181 -1.154
H57 2.907 -2.197 3.217
H58 5.523 -2.156 3.594
H59 6.825 -1.221 2.004
H60 5.997 -0.299 -0.130
H61 3.485 -0.555 -0.682

**<S²>**: 8.759
**Maximum force**: 3.2 eV/Å
**Total energy**: -84825.5920 eV
**LUMO energy (spin up / spin down)**: -2.54 / -2.42 eV
**Net charge**: +1
**Multiplicity**: 6

4.
A cluster of 13 separate species, C40H61N9O4 in total. Source: OMol25; level of theory: wB97M-V/def2-TZVPD.

CARTESIAN COORDINATES (ANGSTROEM)
N1 14.810 16.953 10.176
C1 15.952 17.667 9.893
C2 16.086 18.671 10.857
C3 15.040 18.484 11.814
C4 14.312 17.376 11.400
H1 14.605 16.103 9.705
H2 16.562 17.410 9.034
H3 16.891 19.472 10.709
H4 14.981 19.030 12.700
H5 13.342 17.155 11.736
N2 17.178 10.630 11.266
C5 17.794 9.497 11.682
C6 16.838 8.578 12.034
C7 15.592 9.101 11.670
C8 15.862 10.402 11.258
H6 17.568 11.521 11.019
H7 18.794 9.349 11.646
H8 17.074 7.612 12.495
H9 14.639 8.642 11.801
H10 15.178 11.105 10.792
N3 10.397 7.782 14.288
C9 10.520 8.734 15.226
C10 9.906 8.378 16.351
C11 9.383 7.027 16.110
C12 9.583 6.764 14.793
H11 10.493 8.044 13.337
H12 11.106 9.600 14.939
H13 9.980 8.840 17.342
H14 8.753 6.422 16.727
H15 9.104 6.017 14.206
N4 19.024 17.674 14.550
C13 17.664 17.812 14.304
C14 17.124 16.543 14.520
C15 18.154 15.650 14.893
C16 19.295 16.411 14.969
H16 19.650 18.431 14.681
H17 17.247 18.792 14.019
H18 16.097 16.364 14.343
H19 18.034 14.670 15.289
H20 20.236 16.092 15.290
N5 18.794 14.506 11.163
C17 19.712 13.556 11.117
C18 19.883 13.130 9.821
C19 19.020 13.957 9.007
C20 18.319 14.754 9.876
H21 18.590 15.048 11.996
H22 20.124 13.184 12.069
H23 20.512 12.368 9.431
H24 18.842 13.905 7.957
H25 17.675 15.545 9.681
N6 17.907 10.928 14.770
C21 17.296 10.478 15.851
C22 17.631 11.288 16.903
C23 18.514 12.296 16.412
C24 18.646 12.007 15.076
H26 18.013 10.391 13.897
H27 16.613 9.680 15.714
H28 17.193 11.304 17.864
H29 18.863 13.155 16.996
H30 19.268 12.476 14.282
N7 14.166 13.760 12.384
C25 13.180 13.412 13.219
C26 13.728 12.849 14.345
C27 15.171 13.001 14.255
C28 15.370 13.557 13.008
H31 13.951 14.179 11.487
H32 12.146 13.600 12.992
H33 13.197 12.361 15.202
H34 15.999 12.718 14.899
H35 16.292 13.797 12.540
N8 12.084 16.414 15.568
C29 11.126 16.262 14.643
C30 10.927 17.477 13.937
C31 11.887 18.353 14.555
C32 12.584 17.667 15.478
H36 12.271 15.853 16.368
H37 10.544 15.382 14.546
H38 10.275 17.652 13.064
H39 12.085 19.380 14.216
H40 13.392 17.880 16.094
N9 8.675 11.125 13.296
C33 9.573 11.525 12.338
C34 9.125 11.061 11.172
C35 7.997 10.246 11.454
C36 7.714 10.298 12.794
H41 8.733 11.499 14.224
H42 10.435 12.195 12.532
H43 9.725 11.143 10.267
H44 7.576 9.657 10.656
H45 7.073 9.711 13.475
C37 12.386 15.069 8.620
O1 13.390 14.545 9.438
H46 11.343 15.054 8.996
H47 12.595 16.138 8.514
H48 12.362 14.772 7.572
H49 13.821 13.717 9.120
C38 11.937 8.401 10.629
O2 11.558 9.143 11.784
H50 11.198 7.642 10.382
H51 12.121 9.033 9.742
H52 12.870 7.852 10.888
H53 10.656 9.522 11.627
C39 13.628 11.142 7.734
O3 14.435 12.279 8.119
H54 12.573 11.167 8.002
H55 13.530 10.993 6.679
H56 14.093 10.247 8.223
H57 15.371 12.027 8.058
C40 15.368 14.904 17.539
O4 14.039 14.970 17.052
H58 15.864 13.992 17.198
H59 15.952 15.718 17.185
H60 15.238 14.872 18.613
H61 14.111 14.770 16.109

**Maximum force**: 3.2 eV/Å
**Total energy**: -64064.9604 eV
**Relative energy (zero: lowest compared OMol25 entry of this formula, charge and spin)**: 88.27 kcal per mole
**LUMO energy**: 0.25 eV